Here is a 2-piece molecular cluster, C2H3Cl2NO2 overall at a distorted geometry from the Open Molecules 2025 dataset. Energies are from ωB97M-V/def2-TZVPD.

Last column: natural (NBO) charge in e.
Cartesian coordinates (Å):
C 0.64 0.71 0.78  -0.15
C -1.55 -0.43 -0.49  -0.31
N 1.28 0.13 -0.29  0.41
O 1.45 0.72 -1.34  -0.41
O 1.74 -0.99 -0.07  -0.38
Cl -2.62 -0.48 0.79  0.10
Cl -0.82 -1.93 -0.83  0.09
H 0.04 1.61 0.62  0.20
H 0.88 0.32 1.81  0.23
H -1.04 0.34 -1.00  0.23

Results
multiplicity = 1
energy above the lowest of the compared OMol25 structures with the same formula, charge and spin = 7.193 eV
max |F| = 0.046 hartree/bohr
orbital gap (spin up / spin down) = 9.443 / 6.582 eV